Entry 1:
Density functional theory data (ωB97M-V/def2-TZVPD) for 15 unconnected molecules or ions with the total composition C49H113BN5O22 at a distorted geometry.

The geometry in ORCA input format:
```
! wB97M-V def2-TZVPD RIJCOSX def2/J DEFGRID3
* xyz -1 1
O 2.695 3.646 2.601
C 1.757 3.030 2.170
O 1.632 1.676 2.334
B 0.309 1.263 1.929
O -0.131 2.412 1.072
C 0.661 3.468 1.162
O 0.540 4.536 0.600
O -0.502 1.077 3.118
C -0.854 -0.174 3.217
O -1.590 -0.736 4.036
C -0.302 -0.933 1.975
O 0.312 -0.059 1.253
O -0.471 -2.109 1.652
C -2.243 -6.988 2.937
C -3.406 -6.321 2.085
C -3.977 -7.285 1.007
C -4.950 -8.314 1.522
C -5.985 -7.704 2.368
C -5.544 -6.720 3.530
N -4.578 -5.822 2.880
O -4.315 -4.812 3.821
C -6.843 -5.918 4.024
C -4.963 -7.567 4.679
C -2.873 -5.005 1.462
H -2.598 -6.966 3.968
H -1.311 -6.431 2.837
H -2.001 -7.908 2.404
H -4.429 -6.711 0.198
H -3.112 -7.871 0.695
H -4.361 -8.963 2.169
H -5.365 -8.851 0.669
H -6.477 -8.582 2.785
H -6.626 -7.134 1.695
H -6.612 -5.371 4.938
H -7.222 -5.196 3.300
H -7.639 -6.585 4.355
H -4.569 -6.964 5.497
H -5.862 -7.978 5.139
H -4.277 -8.307 4.268
H -3.726 -4.339 1.327
H -2.516 -5.122 0.439
H -2.179 -4.382 2.027
H -4.752 -4.106 3.339
C 1.024 -4.986 0.292
C 0.895 -5.837 -1.016
C 0.182 -7.183 -0.572
C -0.416 -7.997 -1.734
C -1.398 -7.075 -2.394
C -0.796 -5.710 -2.924
N 0.091 -5.024 -1.966
O 0.722 -3.917 -2.521
C -0.091 -6.074 -4.234
C -1.927 -4.753 -3.179
C 2.367 -6.183 -1.336
H 0.042 -4.676 0.651
H 1.616 -4.077 0.188
H 1.422 -5.587 1.109
H 1.016 -7.803 -0.241
H -0.464 -7.106 0.302
H -0.938 -8.880 -1.365
H 0.511 -8.280 -2.232
H -2.322 -6.857 -1.857
H -1.805 -7.660 -3.219
H 0.562 -5.325 -4.681
H 0.544 -6.960 -4.195
H -0.789 -6.329 -5.030
H -2.679 -5.217 -3.818
H -2.394 -4.419 -2.253
H -1.580 -3.843 -3.669
H 2.373 -6.661 -2.315
H 2.906 -6.762 -0.586
H 2.889 -5.230 -1.425
H 0.210 -3.166 -2.213
C 2.970 -0.065 -1.618
C 4.091 0.933 -1.643
C 4.160 1.413 -0.208
C 5.449 2.110 0.203
C 6.567 1.168 -0.014
C 6.748 0.596 -1.446
N 5.381 0.223 -1.998
O 5.372 -0.113 -3.385
C 7.341 1.680 -2.232
C 7.603 -0.598 -1.516
C 3.733 2.078 -2.651
H 3.205 -1.007 -1.122
H 2.763 -0.423 -2.626
H 2.047 0.318 -1.181
H 3.392 2.159 -0.003
H 4.003 0.632 0.535
H 5.388 2.303 1.274
H 5.587 3.097 -0.238
H 6.494 0.394 0.750
H 7.449 1.724 0.303
H 6.682 2.534 -2.075
H 8.356 1.958 -1.948
H 7.367 1.447 -3.297
H 8.554 -0.674 -0.989
H 6.954 -1.382 -1.126
H 7.988 -0.718 -2.529
H 4.572 2.748 -2.842
H 2.974 2.691 -2.166
H 3.222 1.727 -3.548
H 5.351 0.769 -3.764
C 3.988 6.181 0.391
C 4.405 7.191 -0.741
C 4.183 6.536 -2.144
C 2.722 6.309 -2.606
C 1.937 7.667 -2.608
C 2.202 8.448 -1.337
N 3.625 8.466 -0.844
O 3.864 9.340 0.201
C 1.776 9.904 -1.683
C 1.107 7.767 -0.305
C 5.955 7.625 -0.694
H 4.663 5.330 0.310
H 2.962 5.838 0.255
H 4.203 6.700 1.325
H 4.650 7.077 -2.966
H 4.799 5.636 -2.139
H 2.160 5.587 -2.013
H 2.741 5.678 -3.495
H 0.900 7.332 -2.635
H 2.279 8.140 -3.529
H 2.554 10.420 -2.244
H 0.836 10.100 -2.200
H 1.711 10.467 -0.752
H 1.303 7.979 0.746
H 0.131 8.060 -0.691
H 1.195 6.682 -0.365
H 6.006 8.071 0.299
H 6.094 8.362 -1.485
H 6.656 6.792 -0.727
H 4.300 9.981 -0.365
C -5.493 2.206 -3.599
C -4.893 2.743 -2.276
C -4.106 1.575 -1.596
C -2.744 1.155 -2.213
C -1.916 2.439 -2.356
C -2.581 3.702 -2.993
N -3.911 3.863 -2.381
O -4.458 5.115 -2.700
C -1.701 4.943 -2.527
C -2.709 3.623 -4.517
C -6.012 3.244 -1.244
H -6.471 1.729 -3.533
H -5.637 3.107 -4.195
H -4.820 1.559 -4.161
H -3.981 1.976 -0.590
H -4.788 0.775 -1.308
H -2.081 0.608 -1.542
H -2.794 0.798 -3.241
H -0.976 2.055 -2.753
H -1.612 2.731 -1.351
H -1.915 5.775 -3.198
H -0.649 4.675 -2.628
H -1.888 5.253 -1.499
H -3.140 4.537 -4.925
H -3.214 2.737 -4.901
H -1.687 3.598 -4.893
H -5.547 3.817 -0.442
H -6.741 3.902 -1.717
H -6.636 2.469 -0.800
H -4.587 5.075 -3.651
O 0.053 -3.194 4.945
H 0.429 -2.355 4.676
H 0.684 -3.549 5.571
O -0.595 3.443 4.690
H -0.686 2.563 4.323
H -0.025 3.328 5.450
O 1.874 6.657 3.375
H 1.763 6.036 4.095
H 2.350 6.166 2.706
O -3.995 -0.518 5.845
H -3.536 0.019 5.200
H -4.901 -0.209 5.813
O 2.232 2.540 5.504
H 1.780 2.107 4.780
H 3.040 2.039 5.616
O 2.534 -3.017 2.889
H 2.706 -2.735 1.991
H 1.601 -3.234 2.899
O -3.137 2.812 2.114
H -2.242 2.763 1.779
H -3.243 3.725 2.380
O -3.417 -1.543 1.183
H -2.511 -1.661 1.467
H -3.933 -2.048 1.811
O -2.704 -3.006 5.495
H -2.835 -2.322 4.839
H -1.791 -3.271 5.385
*
```

Computed properties:
Frontier orbital gap (hartree): 0.3049
HOMO energy (eV): -6.39

---

Entry 2:
Density functional theory data (ωB97M-V/def2-TZVPD) for C5H8O in the gas phase at a distorted geometry.

The geometry in ORCA input format:
```
! wB97M-V def2-TZVPD RIJCOSX def2/J DEFGRID3
* xyz 0 1
C -0.622 -0.925 -1.335
C 0.762 -0.635 0.489
C 1.352 0.662 0.344
O 0.441 1.626 0.239
C -0.879 1.041 0.311
C -0.710 -0.474 0.030
H 0.001 -0.387 -2.044
H -0.981 -1.909 -1.614
H 1.337 -1.548 0.365
H 2.374 0.949 0.112
H 1.084 -0.115 1.564
H -1.502 1.552 -0.427
H -1.260 1.223 1.322
H -1.398 -1.062 0.644
*
```

Computed properties:
Frontier orbital gap (alpha / beta) (hartree): 0.2960 / 0.2256
ΔE to the lowest compared entry with this formula, charge and spin (kcal/mol): 127.56
HOMO energy (alpha / beta) (eV): -7.10 / -5.64

---

Entry 3:
Density functional theory data (ωB97M-V/def2-TZVPD) for a molecular structure, C47H25BrGaN8O2.

The geometry in ORCA input format:
```
! wB97M-V def2-TZVPD RIJCOSX def2/J DEFGRID3
* xyz -1 1
Ga 0.162 0.335 -0.242
C 2.888 -2.058 -5.743
C 1.904 -3.048 -5.625
C 1.007 -3.045 -4.569
C 1.111 -2.024 -3.638
C 0.350 -1.715 -2.425
N 0.859 -0.575 -1.884
C 1.928 -0.150 -2.600
N 2.778 0.824 -2.307
C 2.700 1.574 -1.216
C 3.793 2.422 -0.743
C 5.086 2.610 -1.203
C 5.922 3.424 -0.454
C 5.478 4.021 0.733
C 4.190 3.814 1.200
C 3.353 3.009 0.442
C 2.000 2.501 0.676
N 1.272 2.819 1.738
C 0.165 2.178 2.094
N -0.327 1.032 1.579
C -1.448 0.653 2.249
N -2.195 -0.414 2.046
C -2.021 -1.272 1.038
N -1.128 -1.193 0.020
C -1.298 -2.225 -0.838
N -0.627 -2.471 -1.965
C -2.363 -3.076 -0.328
C -2.926 -4.257 -0.797
C -3.950 -4.821 -0.057
C -4.407 -4.220 1.127
C -3.849 -3.042 1.592
C -2.819 -2.476 0.850
C -1.708 1.640 3.300
C -2.729 1.764 4.230
C -2.710 2.872 5.063
C -1.696 3.832 4.967
C -0.677 3.707 4.035
C -0.695 2.596 3.205
N 1.653 1.700 -0.363
C 2.095 -1.042 -3.750
C 2.998 -1.045 -4.803
H 3.573 -2.089 -6.581
H 1.849 -3.830 -6.372
H 0.248 -3.811 -4.468
H 5.423 2.127 -2.110
H 6.942 3.588 -0.779
H 6.160 4.642 1.301
H 3.841 4.258 2.124
H -2.560 -4.720 -1.705
H -4.407 -5.744 -0.393
H -5.210 -4.689 1.683
H -4.187 -2.574 2.508
H -3.510 1.017 4.287
H -3.496 3.004 5.798
H -1.714 4.691 5.627
H 0.109 4.447 3.949
H 3.760 -0.279 -4.875
Br -0.271 -5.745 1.974
C 1.391 -4.881 1.634
C 2.562 -5.619 1.676
C 3.764 -4.973 1.407
C 3.783 -3.619 1.102
C 2.600 -2.894 1.069
C 1.392 -3.529 1.341
C 2.615 -1.419 0.696
O 3.690 -0.884 0.433
O 1.471 -0.855 0.769
H 2.535 -6.674 1.913
H 4.687 -5.538 1.432
H 4.705 -3.100 0.876
H 0.475 -2.959 1.312
C -1.287 1.520 -1.071
C -2.286 2.214 -1.088
C -3.463 3.040 -1.107
C -4.736 2.472 -0.999
C -5.869 3.271 -0.994
C -5.756 4.652 -1.096
C -4.496 5.228 -1.205
C -3.360 4.432 -1.211
H -4.821 1.396 -0.915
H -6.848 2.815 -0.907
H -6.643 5.275 -1.088
H -4.399 6.304 -1.284
H -2.376 4.875 -1.292
*
```

Computed properties:
Frontier orbital gap (alpha / beta) (hartree): 0.1861 / 0.1797
ΔE to the lowest compared entry with this formula, charge and spin (kcal/mol): 0.00
HOMO energy (alpha / beta) (eV): -4.02 / -3.92

---

Entry 4:
Density functional theory data (ωB97M-V/def2-TZVPD) for C2H7N3OS in the gas phase at a distorted geometry.

The geometry in ORCA input format:
```
! wB97M-V def2-TZVPD RIJCOSX def2/J DEFGRID3
* xyz 0 1
H 0.676 1.945 0.044
N 1.230 1.050 0.037
C 0.617 -0.047 -0.204
N 1.275 -1.252 0.003
O 2.724 -1.216 -0.120
N -0.831 -0.155 -0.404
C -1.486 1.078 -0.048
S -1.683 -1.616 -0.077
H 1.074 -2.071 -0.566
H 2.900 -0.181 0.054
H -1.435 1.344 1.040
H -1.207 1.857 -0.646
H -2.540 0.922 -0.403
H -1.314 -1.658 1.287
*
```

Computed properties:
Frontier orbital gap (hartree): 0.3584
ΔE to the lowest compared entry with this formula, charge and spin (kcal/mol): 49.82
Structure (SMILES): [H]/N=C(/NO)N(C)S
HOMO energy (eV): -9.13

---

Entry 5:
Density functional theory data (ωB97M-V/def2-TZVPD) for a molecular structure, C40H37N6OPRu at a distorted geometry.

The geometry in ORCA input format:
```
! wB97M-V def2-TZVPD RIJCOSX def2/J DEFGRID3
* xyz 1 2
Ru 0.783 1.182 -0.832
C -4.264 -0.400 -5.415
C -3.477 -0.110 -4.166
C -4.001 0.653 -3.126
C -3.244 0.950 -2.013
C -1.927 0.494 -1.848
N -1.177 0.850 -0.723
C -1.865 1.055 0.482
C -2.938 0.233 0.854
C -3.541 0.312 2.092
C -3.112 1.241 3.039
C -3.705 1.303 4.420
C -2.085 2.088 2.663
C -1.473 2.011 1.415
N -0.463 2.983 1.151
C -0.559 4.303 1.405
C 0.701 4.839 1.287
C 1.520 3.754 0.958
N 0.814 2.632 0.886
C -1.401 -0.251 -2.905
C -2.166 -0.537 -4.031
N -0.064 -0.744 -2.906
C 0.335 -1.934 -3.391
C 1.702 -1.890 -3.522
C 2.061 -0.610 -3.093
N 0.990 0.093 -2.735
H -5.334 -0.424 -5.211
H -3.970 -1.351 -5.857
H -4.085 0.380 -6.159
H -5.012 1.036 -3.198
H -3.667 1.581 -1.243
H -3.290 -0.510 0.149
H -4.353 -0.365 2.330
H -4.734 0.947 4.425
H -3.684 2.320 4.811
H -3.127 0.673 5.101
H -1.723 2.831 3.365
H -1.504 4.763 1.642
H 0.992 5.867 1.422
H 2.584 3.738 0.779
H -1.703 -1.094 -4.837
H -0.369 -2.725 -3.593
H 2.357 -2.666 -3.879
H 3.039 -0.159 -3.065
O 3.096 2.581 -1.940
N 2.781 1.576 -1.029
C 3.845 0.960 -0.724
C 4.059 -0.174 0.175
C 5.404 -0.506 0.369
C 5.792 -1.544 1.191
C 4.832 -2.290 1.855
C 3.498 -1.974 1.678
C 3.094 -0.935 0.838
P 1.312 -0.670 0.612
C 0.703 -0.654 2.337
C -0.049 -1.677 2.909
C -0.434 -1.599 4.243
C -0.068 -0.509 5.017
C 0.693 0.509 4.457
C 1.080 0.434 3.129
C 0.703 -2.261 -0.056
C -0.677 -2.453 -0.146
C -1.198 -3.629 -0.661
C -0.342 -4.641 -1.085
C 1.029 -4.454 -1.014
C 1.551 -3.267 -0.514
H 2.276 3.102 -1.999
H 4.730 1.377 -1.199
H 6.153 0.086 -0.145
H 6.842 -1.773 1.321
H 5.125 -3.113 2.495
H 2.740 -2.550 2.195
H -0.334 -2.542 2.328
H -1.013 -2.404 4.679
H -0.363 -0.458 6.057
H 0.991 1.360 5.058
H 1.682 1.222 2.696
H -1.348 -1.684 0.221
H -2.271 -3.762 -0.721
H -0.747 -5.570 -1.465
H 1.699 -5.235 -1.350
H 2.623 -3.135 -0.471
C 0.245 3.004 -1.907
H 0.453 2.813 -2.964
H 0.774 3.910 -1.589
H -0.823 3.191 -1.804
*
```

Computed properties:
Frontier orbital gap (alpha / beta) (hartree): 0.2594 / 0.2391
ΔE to the lowest compared entry with this formula, charge and spin (kcal/mol): 3.41
HOMO energy (alpha / beta) (eV): -9.72 / -10.26

---

Entry 6:
Density functional theory data (ωB97M-V/def2-TZVPD) for 3 unconnected molecules or ions with the total composition C3H10O5 at a distorted geometry.

The geometry in ORCA input format:
```
! wB97M-V def2-TZVPD RIJCOSX def2/J DEFGRID3
* xyz 1 2
O 1.298 1.396 -1.389
C 0.128 1.610 -1.164
O -0.421 2.784 -1.439
C -0.910 0.807 -0.640
C -0.610 0.711 0.776
O -0.328 -0.640 1.107
H 0.239 3.481 -1.951
H -0.806 -0.229 -1.049
H -2.005 0.959 -1.061
H -1.401 0.911 1.573
H 0.172 1.470 1.139
H 0.669 -0.767 0.805
H 2.392 -3.204 0.795
H 1.822 -2.212 1.718
O 2.296 -2.249 0.939
H -1.919 -2.209 1.021
H -1.344 -3.123 1.931
O -1.528 -3.021 0.938
*
```

Computed properties:
Frontier orbital gap (alpha / beta) (hartree): 0.3469 / 0.1330
ΔE to the lowest compared entry with this formula, charge and spin (kcal/mol): 35.20
HOMO energy (alpha / beta) (eV): -14.06 / -14.05

---

Entry 7:
Density functional theory data (ωB97M-V/def2-TZVPD) for 2 unconnected molecules or ions with the total composition H3S2 at a distorted geometry.

The geometry in ORCA input format:
```
! wB97M-V def2-TZVPD RIJCOSX def2/J DEFGRID3
* xyz -1 1
S 0.422 -0.876 -1.306
H 0.749 -1.344 -2.524
S -0.390 0.908 1.347
H -1.386 0.013 1.425
H 0.207 0.238 0.185
*
```

Computed properties:
Frontier orbital gap (hartree): 0.2483
ΔE to the lowest compared entry with this formula, charge and spin (kcal/mol): 8.88
HOMO energy (eV): -3.05

---

Entry 8:
Density functional theory data (ωB97M-V/def2-TZVPD) for a gas-phase ion, CH6NS (charge +1) at a distorted geometry.

The geometry in ORCA input format:
```
! wB97M-V def2-TZVPD RIJCOSX def2/J DEFGRID3
* xyz 1 1
N -1.019 -0.170 -0.345
C 0.183 0.012 0.462
S 1.622 0.782 -0.867
H -1.761 0.500 -0.334
H -1.489 -0.838 0.209
H -0.806 -0.525 -1.243
H -0.017 0.650 1.273
H 0.694 -0.850 0.746
H 2.593 0.437 0.099
*
```

Computed properties:
Frontier orbital gap (hartree): 0.3585
ΔE to the lowest compared entry with this formula, charge and spin (kcal/mol): 21.65
Structure (SMILES): [NH3+]CS
HOMO energy (eV): -14.16

---

Entry 9:
Density functional theory data (ωB97M-V/def2-TZVPD) for a molecular structure, C2H4S at a distorted geometry.

The geometry in ORCA input format:
```
! wB97M-V def2-TZVPD RIJCOSX def2/J DEFGRID3
* xyz 0 1
C 0.512 -0.803 -0.086
C -0.481 0.822 0.018
S -0.560 -0.422 1.306
H 0.106 -1.426 -0.805
H 1.520 -0.528 0.066
H 0.156 1.613 0.199
H -1.254 0.743 -0.699
*
```

Computed properties:
Frontier orbital gap (hartree): 0.3648
ΔE to the lowest compared entry with this formula, charge and spin (kcal/mol): 32.59
HOMO energy (eV): -8.94

---

Entry 10:
Density functional theory data (ωB97M-V/def2-TZVPD) for C15H19N7O4 in the gas phase at a distorted geometry.

The geometry in ORCA input format:
```
! wB97M-V def2-TZVPD RIJCOSX def2/J DEFGRID3
* xyz 0 1
C 3.096 -2.730 -2.489
C 2.960 -2.313 -1.015
C 1.497 -2.071 -0.601
N 0.767 -1.180 -1.522
C -0.311 -0.509 -1.099
C -0.763 -0.323 0.311
C -2.292 -0.095 0.159
C -2.479 0.528 -1.261
C -1.277 0.029 -2.099
C 0.947 -1.402 -2.953
C 2.395 -1.725 -3.400
H 4.161 -2.785 -2.764
H 2.650 -3.723 -2.634
H 3.382 -3.097 -0.364
H 3.554 -1.393 -0.848
H 0.998 -3.069 -0.547
H 1.516 -1.650 0.406
H -0.483 -1.155 1.014
H -2.882 -1.031 0.222
H -2.611 0.576 0.955
H -3.428 0.221 -1.707
H -2.466 1.627 -1.213
H -0.805 0.871 -2.648
H -1.621 -0.678 -2.888
H 0.302 -2.239 -3.306
H 0.642 -0.499 -3.501
H 2.979 -0.784 -3.424
H 2.351 -2.101 -4.436
O -2.118 5.102 3.261
N -1.982 3.986 3.800
O -2.322 3.723 4.988
C -1.383 2.888 3.031
C -1.207 1.642 3.636
C -0.576 0.603 2.968
N -0.327 -0.676 3.560
O -0.482 -0.884 4.781
O 0.133 -1.569 2.792
C -0.158 0.651 1.519
N -0.252 2.026 1.082
N 0.077 2.381 -0.182
N -0.174 3.677 -0.266
N -0.700 4.151 0.860
C -0.822 3.101 1.726
H -1.488 1.510 4.678
H 1.001 0.390 1.419
*
```

Computed properties:
Frontier orbital gap (hartree): 0.2354
HOMO energy (eV): -7.79

---

Copy entry 6 word for word.
Density functional theory data (ωB97M-V/def2-TZVPD) for 3 unconnected molecules or ions with the total composition C3H10O5 at a distorted geometry.

The geometry in ORCA input format:
```
! wB97M-V def2-TZVPD RIJCOSX def2/J DEFGRID3
* xyz 1 2
O 1.298 1.396 -1.389
C 0.128 1.610 -1.164
O -0.421 2.784 -1.439
C -0.910 0.807 -0.640
C -0.610 0.711 0.776
O -0.328 -0.640 1.107
H 0.239 3.481 -1.951
H -0.806 -0.229 -1.049
H -2.005 0.959 -1.061
H -1.401 0.911 1.573
H 0.172 1.470 1.139
H 0.669 -0.767 0.805
H 2.392 -3.204 0.795
H 1.822 -2.212 1.718
O 2.296 -2.249 0.939
H -1.919 -2.209 1.021
H -1.344 -3.123 1.931
O -1.528 -3.021 0.938
*
```

Computed properties:
Frontier orbital gap (alpha / beta) (hartree): 0.3469 / 0.1330
ΔE to the lowest compared entry with this formula, charge and spin (kcal/mol): 35.20
HOMO energy (alpha / beta) (eV): -14.06 / -14.05